No. 1
14
Properties=species:S:1:pos:R:3:lowdin_charge:R:1 method="wB97M-V/def2-TZVPD" e_lumo_ha=0.0134 e_tot_ha=-990.6290 smiles="C=CO.CSS"
S 1.440 -0.493 1.273 0.304
S 2.283 0.135 -0.506 0.351
O -2.991 -0.552 0.715 -0.023
C -1.902 -0.753 -0.106 -0.305
C 2.423 1.943 -0.245 -0.460
C -1.713 -1.822 -0.896 0.021
H 1.657 2.395 -0.852 0.017
H 0.317 0.225 1.234 -0.219
H 2.246 2.135 0.809 0.014
H -2.895 -1.040 1.548 0.102
H -1.152 0.029 -0.092 0.059
H 3.427 2.283 -0.492 0.027
H -1.851 -2.824 -0.512 0.058
H -1.290 -1.662 -1.879 0.054


No. 2
14
Properties=species:S:1:pos:R:3:lowdin_charge:R:1 method="wB97M-V/def2-TZVPD" e_lumo_ha=0.0155 e_tot_ha=-990.6868 smiles="CC=O.CSS"
S -2.861 -2.227 -1.436 0.337
S -1.667 -0.544 -1.345 0.270
O 2.223 2.033 2.095 0.049
C 1.743 2.000 0.997 -0.332
C -2.478 -2.926 0.207 -0.483
C 2.372 2.562 -0.238 -0.056
H -3.158 -3.758 0.379 0.029
H 2.466 1.725 -0.940 0.080
H -1.468 -3.309 0.210 0.022
H 3.388 2.856 0.007 0.078
H -2.649 -2.128 0.913 0.018
H 1.874 3.349 -0.787 0.077
H -0.551 -1.132 -0.894 -0.199
H 0.767 1.500 0.831 0.109